Entry from OMol25: 2 unconnected molecules or ions with the total composition C21H48FNO11P4 at a distorted geometry (ωB97M-V/def2-TZVPD).

Atoms and positions in Å:
1 C 1.47142 -0.93611 6.80953
2 O 0.59417 -1.74270 6.05750
3 C 1.22536 -2.48325 5.03198
4 C 1.21732 -1.77447 3.67993
5 C 2.46386 -0.91034 3.38833
6 C 3.10837 -1.28028 2.05221
7 C 4.25497 -0.37256 1.53054
8 C 4.56119 0.89811 2.33184
9 C 3.70569 2.15593 2.01417
10 C 2.41667 1.92281 1.22336
11 C 2.60341 1.91237 -0.31367
12 C 1.83431 0.79138 -1.02954
13 C 0.49509 1.23826 -1.66637
14 C -0.68003 0.33760 -1.27461
15 C -0.56983 -1.12744 -1.72430
16 C 0.24818 -1.38479 -2.99410
17 C 0.68164 -2.83549 -3.07031
18 O -0.46027 -3.67885 -2.86948
19 C -0.26016 -4.85396 -2.17802
20 C -0.02906 -4.69726 -0.69871
21 O -0.32292 -5.90014 -2.74126
22 O -1.83756 0.89927 -1.90941
23 P -3.01786 1.67436 -0.87619
24 C -2.32510 3.44762 -1.11820
25 C -1.58679 3.90645 0.09442
26 O -2.08779 4.50565 1.00782
27 P -4.30954 1.92833 -2.74704
28 P -3.07192 2.82604 -4.27887
29 O -1.63552 2.46060 -4.32851
30 O -3.76321 2.45870 -5.68963
31 O -3.30925 4.39580 -4.14135
32 P -4.10328 -0.34312 -0.53392
33 N -5.69693 0.06675 -1.03929
34 O -4.21120 -0.42956 1.10361
35 O -1.97144 1.34170 0.46904
36 C -0.95773 0.45457 0.24971
37 F -1.30067 -0.78813 0.78827
38 H 1.90120 -0.12519 6.20926
39 H 2.29183 -1.52969 7.23102
40 H 0.89510 -0.50491 7.62584
41 H 0.69502 -3.43481 4.95511
42 H 2.25951 -2.72521 5.31636
43 H 0.31155 -1.17036 3.60364
44 H 1.16481 -2.54847 2.90709
45 H 2.20873 0.15029 3.43354
46 H 3.19858 -1.08438 4.18178
47 H 3.50208 -2.29459 2.17341
48 H 2.32598 -1.37056 1.29029
49 H 4.06469 -0.12687 0.48472
50 H 5.16481 -0.97749 1.51993
51 H 5.60122 1.16248 2.12299
52 H 4.53047 0.69475 3.40265
53 H 3.43380 2.61023 2.97087
54 H 4.30882 2.90941 1.50202
55 H 1.89619 1.02345 1.55344
56 H 1.74612 2.75671 1.45678
57 H 3.67009 1.76453 -0.50148
58 H 2.34322 2.88971 -0.72478
59 H 1.61446 -0.00624 -0.31205
60 H 2.47394 0.33384 -1.78823
61 H 0.26179 2.24600 -1.32470
62 H 0.57098 1.20913 -2.75239
63 H -0.18765 -1.76807 -0.93031
64 H -1.59693 -1.45149 -1.89755
65 H -0.30996 -1.14822 -3.90870
66 H 1.15769 -0.78512 -3.01908
67 H 1.41519 -3.00781 -2.27588
68 H 1.14776 -3.08306 -4.02620
69 H 0.99756 -4.37748 -0.50972
70 H -0.18384 -5.66118 -0.22152
71 H -0.70984 -3.96222 -0.27014
72 H -3.99131 2.27070 0.01945
73 H -1.68139 3.51380 -1.99707
74 H -3.19567 4.10376 -1.20012
75 H -0.50765 3.65129 0.12740
76 H -4.33391 0.59363 -3.14400
77 H -3.12883 1.92852 -6.18928
78 H -4.04167 4.62477 -3.55563
79 H -6.00256 0.97483 -0.68704
80 H -6.33917 -0.63159 -0.67820
81 H -3.87889 0.36971 1.53986
82 H -0.09359 0.79616 0.82178
83 O -2.69408 -0.64567 -3.96735
84 H -3.30281 -1.24899 -3.48864
85 H -1.93197 -1.11240 -4.35545
86 H -2.41505 0.12054 -3.33327

## Properties
Orbital gap in eV: 6.783
Largest force on an atom in eV/Å: 1.6
LUMO level in eV: -0.612



Entry from OMol25: 7 unconnected molecules or ions with the total composition C21H48O23P2 at a distorted geometry (ωB97M-V/def2-TZVPD).

Atoms and positions in Å:
1 C 9.88191 9.67841 0.13575
2 O 9.80178 8.32357 0.53455
3 P 8.67221 7.35687 0.03520
4 O 8.57686 6.05741 0.82330
5 O 7.25093 8.21809 0.18166
6 C 6.07635 7.90215 -0.61148
7 O 8.98613 7.23141 -1.52056
8 C 8.71439 6.03109 -2.30213
9 H 9.13745 10.20372 0.73403
10 H 9.64691 9.69644 -0.92847
11 H 10.89571 10.01226 0.35680
12 H 6.39218 7.30668 -1.46809
13 H 5.56526 8.83893 -0.83360
14 H 5.37730 7.32695 -0.00438
15 H 9.53563 5.37363 -2.58747
16 H 8.29052 6.19091 -3.29354
17 H 7.95669 5.43819 -1.78982
18 C 11.90708 4.13913 -10.27779
19 O 10.63177 3.50376 -10.38244
20 P 9.47660 3.87954 -9.31654
21 O 9.91108 3.85076 -7.86004
22 O 8.28812 2.82065 -9.62980
23 C 8.40294 1.49119 -9.22781
24 O 8.84276 5.23434 -9.96431
25 C 9.01748 6.43065 -9.22639
26 H 12.79949 3.58966 -9.97815
27 H 11.83825 4.94314 -9.54503
28 H 12.18039 4.59848 -11.22773
29 H 7.54125 1.28596 -8.59262
30 H 9.35373 1.24716 -8.75392
31 H 8.32244 0.90235 -10.14153
32 H 10.01701 6.86507 -9.24394
33 H 8.67984 6.18013 -8.22073
34 H 8.35890 7.23706 -9.54897
35 C 12.85916 8.62508 -4.79722
36 O 13.36128 7.54814 -5.61061
37 C 13.56130 6.32704 -5.06275
38 O 13.25386 5.95628 -3.90839
39 O 14.10533 5.49658 -5.96845
40 C 14.13068 4.09343 -5.74883
41 H 12.56882 9.54401 -5.30649
42 H 13.45578 8.83410 -3.90926
43 H 11.86036 8.28554 -4.52300
44 H 13.18117 3.61663 -5.50554
45 H 14.85859 3.68630 -5.04705
46 H 14.28917 3.59309 -6.70415
47 C 13.14698 -7.16707 -5.34545
48 O 12.36776 -6.05011 -5.65742
49 C 12.91839 -4.89836 -6.01276
50 O 14.08437 -4.59975 -5.90212
51 O 11.92519 -4.03639 -6.22671
52 C 12.02229 -2.65689 -6.26927
53 H 14.00795 -7.25395 -6.00823
54 H 12.39672 -7.95123 -5.44701
55 H 13.42827 -7.05101 -4.29879
56 H 12.03520 -2.42230 -7.33365
57 H 12.93584 -2.25913 -5.82733
58 H 11.14782 -2.20099 -5.80499
59 C 18.69944 -1.61403 -3.49934
60 O 17.70139 -0.75935 -2.91476
61 C 17.95473 0.54308 -2.48843
62 O 19.08643 1.01091 -2.39190
63 O 16.85684 1.05272 -1.99680
64 C 16.90088 2.29000 -1.40799
65 H 18.51980 -1.82668 -4.55319
66 H 18.71005 -2.62970 -3.10388
67 H 19.68236 -1.15555 -3.39088
68 H 15.89233 2.48514 -1.04349
69 H 17.06028 2.98618 -2.23142
70 H 17.72612 2.26871 -0.69623
71 C 14.49962 15.58597 -4.44144
72 O 13.42595 14.80856 -4.53327
73 C 12.27315 15.11349 -3.85793
74 O 12.17411 15.99226 -3.02910
75 O 11.28757 14.34571 -4.45434
76 C 9.92197 14.59442 -4.07958
77 H 15.41758 15.19178 -4.87739
78 H 14.80447 15.69215 -3.40034
79 H 14.31900 16.63373 -4.68163
80 H 9.65273 13.80396 -3.37901
81 H 9.24379 14.42503 -4.91593
82 H 9.77935 15.60395 -3.69409
83 C 17.50482 12.59697 -10.26748
84 O 16.13326 12.25011 -10.44428
85 C 15.17487 12.83703 -9.85859
86 O 15.24283 13.67038 -8.97924
87 O 13.99701 12.33918 -10.33310
88 C 12.74909 12.69159 -9.71888
89 H 17.70591 13.56946 -10.71684
90 H 18.21616 11.99768 -10.83575
91 H 17.82640 12.70773 -9.23191
92 H 11.92318 12.06056 -10.04717
93 H 12.55839 13.76184 -9.79826
94 H 12.71209 12.60291 -8.63313

## Properties
Orbital gap in eV: 10.177
Structure (SMILES): COP(=O)(OC)OC.COP(=O)(OC)OC.COC(=O)OC.COC(=O)OC.COC(=O)OC.COC(=O)OC.COC(=O)OC
Largest force on an atom in eV/Å: 4.8
LUMO level in eV: 0.084



Entry from OMol25: a molecular structure, C21H49BFN3O9P2Ta at a distorted geometry (ωB97M-V/def2-TZVPD).

Atoms and positions in Å:
1 C -1.17033 -1.09507 -2.48967
2 C -1.83678 -2.44162 -2.63160
3 O -2.99986 -2.49204 -2.49192
4 N -1.12471 -3.61594 -2.94130
5 C -0.03909 -3.87800 -1.97599
6 Ta -0.59809 -3.87339 -5.01457
7 F -1.93457 -2.35925 -5.47971
8 O -2.16692 -5.23861 -5.27010
9 B -3.22000 -4.55999 -5.84640
10 O -3.21302 -4.36875 -7.22447
11 O -4.26202 -4.10107 -5.07508
12 P 1.30736 -2.11503 -4.94769
13 P 3.09316 -2.79978 -3.91491
14 O 3.47877 -1.81974 -2.90201
15 O 2.96486 -4.27918 -3.34626
16 O 4.27381 -2.87068 -5.01237
17 H -0.93158 -0.65365 -3.44700
18 H -0.31907 -1.09289 -1.81683
19 H -1.89850 -0.43379 -2.03742
20 H 0.25270 -4.91185 -2.09098
21 H 0.82158 -3.21568 -2.06448
22 H -0.43783 -3.81024 -0.96138
23 H -0.16136 -4.14491 -6.79235
24 H 0.62432 -5.17269 -4.56572
25 H -3.48799 -3.45695 -7.37547
26 H -4.43679 -3.17393 -5.27026
27 H 0.97500 -0.99519 -4.15770
28 H 3.61414 -4.35517 -2.63012
29 H 4.55645 -1.97090 -5.21532
30 C -2.99017 -2.78199 3.43710
31 C -1.70302 -2.18717 2.81943
32 C -0.76466 -1.71607 3.93325
33 C -1.22089 -0.42640 4.61472
34 C -1.48702 0.66073 3.57683
35 C -2.44231 0.22243 2.46849
36 N -2.04505 -1.08369 1.87616
37 O -1.04742 -0.88125 1.09347
38 C -3.88168 0.15237 3.01678
39 C -2.50107 1.31497 1.40296
40 C -1.04999 -3.35471 2.08372
41 H -3.30177 -2.28000 4.35245
42 H -3.81654 -2.75637 2.72630
43 H -2.84024 -3.82629 3.71076
44 H 0.23554 -1.55095 3.51995
45 H -0.65981 -2.50722 4.67995
46 H -2.11304 -0.60265 5.22366
47 H -0.44590 -0.08928 5.30679
48 H -1.88569 1.54852 4.07410
49 H -0.53091 0.96298 3.13655
50 H -4.56283 -0.25804 2.26988
51 H -4.23579 1.15293 3.26849
52 H -3.97843 -0.43289 3.92801
53 H -1.51756 1.55439 0.99980
54 H -2.90047 2.23281 1.83553
55 H -3.15013 1.02244 0.57552
56 H -1.68539 -3.71192 1.27130
57 H -0.88794 -4.18256 2.77419
58 H -0.07695 -3.09490 1.66931
59 C 3.52225 3.12628 -0.52359
60 C 2.22666 2.91492 0.29427
61 C 1.10617 3.78301 -0.28135
62 C 1.25959 5.26884 0.04102
63 C 1.44169 5.48088 1.54252
64 C 2.57211 4.64103 2.13954
65 N 2.47343 3.20862 1.74068
66 O 1.54859 2.65144 2.43182
67 C 3.93359 5.22552 1.71487
68 C 2.55469 4.79148 3.65909
69 C 1.86918 1.44283 0.08337
70 H 3.64056 4.14539 -0.89098
71 H 4.40491 2.86139 0.05949
72 H 3.52638 2.49202 -1.40904
73 H 0.14167 3.44199 0.10954
74 H 1.06136 3.64627 -1.36363
75 H 2.10015 5.69877 -0.51124
76 H 0.37072 5.80639 -0.29666
77 H 1.62847 6.53894 1.74254
78 H 0.49961 5.23754 2.04482
79 H 4.75195 4.58255 2.04196
80 H 4.08165 6.20364 2.17465
81 H 4.02976 5.38490 0.64419
82 H 1.59464 4.51598 4.09285
83 H 2.74084 5.83075 3.93064
84 H 3.32961 4.17905 4.12344
85 H 2.64083 0.78797 0.49096
86 H 1.77986 1.23189 -0.98142
87 H 0.91592 1.17221 0.53689

## Properties
Orbital gap (spin up / spin down) in eV: 7.148 / 6.883
<S²>: 2.01
Charge: -1
Largest force on an atom in eV/Å: 4.6
LUMO level (spin up / spin down) in eV: 2.088 / 1.823
2S+1: 3